Entry from the Open Molecules 2025 dataset: a structure of composition C41H57F15O27Rb at a distorted geometry (ωB97M-V/def2-TZVPD).

Element x y z (Å)
Rb 0.7695 0.4584 1.2415
C 0.2930 -1.3975 -1.2956
O -0.8088 -0.8229 -0.6772
O 1.4380 -1.3147 -0.6427
O 0.2621 -2.0176 -2.4587
O -0.8836 2.4716 2.3167
C -2.0322 2.4807 2.6498
O -3.0589 2.3703 1.8055
C -2.7226 2.4424 0.3950
C -4.0551 2.5625 -0.2900
C -2.4756 2.6466 4.0744
H -2.2101 1.5055 0.1029
H -1.9907 3.2186 0.1707
H -4.5419 3.3853 0.2216
H -4.6254 1.6355 -0.1139
H -3.9945 2.8496 -1.3553
H -2.0193 1.8068 4.6086
H -3.5495 2.5876 4.1781
H -2.1069 3.5506 4.4891
C 4.4014 -0.4826 0.1964
C 4.5486 -1.9844 -0.1682
O 5.7573 -2.4802 0.3562
C 5.9920 -3.7467 0.1236
O 5.2837 -4.6410 -0.2779
C 7.4961 -4.1043 0.3460
F 8.1257 -3.8493 -0.8592
F 8.2157 -3.3626 1.1915
F 7.7141 -5.3484 0.6824
H 4.6186 -0.4637 1.2570
H 3.3636 -0.1754 0.0293
H 5.0640 0.1759 -0.3805
H 4.6541 -2.0572 -1.2537
H 3.6607 -2.5975 0.0286
C 6.0518 3.9005 1.0175
C 5.4233 3.2398 -0.2264
O 4.4698 4.1934 -0.6818
C 3.2041 3.8981 -0.4780
O 2.7519 3.0474 0.1188
C 2.3640 4.9806 -1.2269
F 1.1756 5.1355 -0.5558
F 2.9853 6.1578 -1.2960
F 1.9917 4.5957 -2.4554
H 6.6942 4.7422 0.9592
H 6.5665 3.1220 1.5952
H 5.1789 4.1334 1.5802
H 4.8792 2.2818 -0.1756
H 6.1569 3.1774 -1.0567
C -0.6418 1.9834 -3.1113
C -1.4734 2.9702 -3.9280
O -1.4271 2.4624 -5.3024
C -1.6290 3.2348 -6.3012
O -1.7092 4.4122 -6.3502
C -1.5788 2.4588 -7.6547
F -0.5100 2.8280 -8.3966
F -1.5056 1.1791 -7.4811
F -2.7008 2.7634 -8.3494
H -0.9689 0.9512 -3.0199
H -0.5845 2.3432 -2.0578
H 0.3570 2.0378 -3.5535
H -1.0558 3.9662 -3.9621
H -2.4926 2.9808 -3.5936
C -0.7003 -2.8576 6.6686
C -0.4147 -2.5713 5.2473
O 0.8345 -3.1676 4.7396
C 1.1893 -2.7498 3.5236
O 0.5634 -2.0107 2.7891
C 2.5777 -3.3201 3.0769
F 3.5186 -2.3574 3.2859
F 3.0123 -4.3641 3.7473
F 2.6053 -3.6167 1.8135
H 0.0486 -2.4552 7.3129
H -0.8124 -3.8723 6.8906
H -1.6281 -2.3588 6.9146
H -0.3465 -1.5025 5.0217
H -1.2638 -2.9491 4.6428
C -7.3467 -1.4349 2.2734
C -6.4857 -0.4737 1.5124
O -5.0450 -0.7679 1.6939
C -4.4482 -0.3415 2.7505
O -4.8184 0.3611 3.6314
C -2.9898 -0.8800 2.7975
F -2.3438 -0.4409 3.8722
F -2.9323 -2.2542 2.7994
F -2.2778 -0.4484 1.7286
H -7.2557 -2.4375 1.9200
H -8.4023 -1.1071 2.3043
H -6.9103 -1.4227 3.2851
H -6.6724 0.5637 1.8311
H -6.5918 -0.5369 0.4501
C 1.3772 4.2444 3.1409
C 2.4716 3.2560 3.4596
C 2.8237 3.2445 4.9762
O 1.8751 2.3184 5.4849
C 1.5015 1.4943 4.4909
O 0.6434 0.6352 4.5858
O 2.0429 1.8783 3.3294
H 1.6796 5.2885 3.2087
H 0.6796 4.0299 3.9404
H 0.8830 3.9770 2.2112
H 3.3931 3.3660 2.8820
H 2.6447 4.1625 5.5049
H 3.8220 2.8827 5.1662
C 1.3627 -0.8278 -4.9730
C 1.9758 -0.1818 -3.7749
C 3.1148 -0.8888 -3.0888
O 3.8265 0.2191 -2.4991
C 3.4967 1.3956 -3.2095
O 3.9218 2.4884 -3.0609
O 2.5645 1.1153 -4.1209
H 2.0726 -0.8948 -5.8141
H 0.6470 -0.0767 -5.3375
H 0.8127 -1.7605 -4.8039
H 1.1837 0.0696 -3.0756
H 3.7812 -1.3852 -3.8378
H 2.6182 -1.5608 -2.4129
C -4.3410 -1.2683 -1.7966
C -3.9872 -0.5765 -3.1487
C -2.6198 -1.0145 -3.7219
O -2.9898 -2.1471 -4.5374
C -4.3181 -2.1503 -4.6741
O -4.9353 -2.9782 -5.2924
O -4.9406 -1.1252 -4.0606
H -5.4210 -1.2672 -1.6672
H -3.7919 -0.8987 -0.9567
H -4.0684 -2.2728 -2.0597
H -4.0160 0.5107 -3.1244
H -1.9231 -1.3593 -2.9321
H -2.2221 -0.2663 -4.4053
C -0.4280 -4.3393 0.3730
C -1.7865 -3.8682 -0.0971
C -2.1920 -4.4088 -1.4564
O -3.2416 -5.3950 -1.1199
C -3.5640 -5.3007 0.1628
O -4.4146 -5.9269 0.7349
O -2.8275 -4.3851 0.7771
H 0.3286 -3.7701 -0.1826
H -0.3539 -5.4401 0.3897
H -0.3020 -4.0387 1.4106
H -1.9151 -2.8109 -0.1677
H -1.5052 -5.0476 -1.9972
H -2.6583 -3.6487 -2.0953

HOMO energy = -4.72 eV
Kohn-Sham gap = 5.92 eV
maximum force = 0.13726 hartree/bohr
total charge = -1
spin multiplicity = 1
E_tot = -5150.32891 Ha

These are the Mulliken partial charges, in e, on atoms 1 to 8: atom 1 (Rb): -0.84, atom 2 (C): -0.57, atom 3 (O): 0.56, atom 4 (O): -0.44, atom 5 (O): -0.69, atom 6 (O): 0.16, atom 7 (C): 0.43, atom 8 (O): -0.21